(1)
# C30H47ClF14N3O9S

A 2-piece molecular cluster, C30H47ClF14N3O9S overall at a distorted geometry (ωB97M-V/def2-TZVPD, the Open Molecules 2025 dataset).

## Properties
Calculated total energy ... -4268.197617 Eh
LUMO energy ... -3.3 eV
Net charge ... +1
Gap between HOMO and LUMO ... 7.7197 eV
E_HOMO ... -11.05 eV

Each line ends with the Mulliken charge.
CARTESIAN COORDINATES (ANGSTROEM)
C (-8.321, -1.440, -3.600)  -1.064
C (-7.201, -0.296, -3.145)  0.238
O (-6.221, -0.230, -4.241)  -0.369
C (-5.384, 1.000, -4.136)  -0.355
C (-3.836, 0.485, -3.938)  -0.236
O (-3.160, 1.010, -2.737)  -0.298
C (-3.855, 0.505, -1.503)  -0.675
C (-3.000, 0.581, -0.130)  0.976
O (-3.390, 1.897, 0.346)  -0.232
C (-3.029, 3.073, -0.334)  -0.348
C (-2.154, 4.086, 0.672)  -0.760
C (-1.449, 0.587, -0.552)  -0.148
O (-0.570, 1.260, -1.259)  -0.659
N (-0.831, -0.544, 0.225)  -0.172
C (-1.497, -0.631, 1.577)  -0.450
C (-1.004, 0.697, 2.401)  0.893
C (0.598, 0.925, 2.580)  -0.291
O (1.326, 0.657, 3.699)  -0.578
N (1.440, 1.588, 1.467)  0.281
C (2.630, 0.701, 1.141)  0.152
C (1.967, 2.934, 1.985)  -0.743
C (-0.862, -1.939, 2.297)  -0.694
Cl (-0.689, -1.829, 4.181)  -0.124
C (0.695, -2.354, 1.849)  0.135
C (0.911, -3.874, 2.519)  -1.019
C (-3.090, -0.676, 1.010)  0.712
C (-4.297, -0.264, 2.038)  0.286
F (-3.992, 0.900, 2.954)  -0.360
F (-5.562, 0.188, 1.336)  -0.303
C (-4.837, -1.363, 3.121)  0.390
F (-3.803, -2.193, 3.777)  -0.235
F (-5.938, -2.255, 2.587)  -0.271
C (-5.619, -0.669, 4.438)  0.563
F (-6.411, -1.822, 5.017)  -0.263
F (-6.631, 0.336, 4.060)  -0.211
F (-4.693, -0.274, 5.523)  -0.215
S (-3.633, -2.325, 0.203)  0.839
O (-5.150, -2.262, -0.253)  -0.548
O (-3.682, -3.549, 1.179)  -0.644
C (-2.517, -2.957, -1.150)  0.814
F (-2.097, -1.994, -2.181)  -0.254
F (-1.246, -3.414, -0.468)  -0.208
C (-3.027, -4.292, -1.947)  0.630
F (-2.576, -4.142, -3.384)  -0.283
F (-4.480, -4.511, -2.020)  -0.221
C (-2.356, -5.713, -1.455)  0.569
F (-3.147, -6.784, -2.173)  -0.255
F (-2.513, -6.016, -0.016)  -0.164
F (-0.947, -5.912, -1.963)  -0.234
H (-9.184, -0.998, -4.273)  0.304
H (-7.825, -2.334, -4.190)  0.268
H (-8.808, -1.879, -2.630)  0.313
H (-7.805, 0.694, -2.977)  0.243
H (-6.751, -0.648, -2.120)  -0.055
H (-5.765, 1.746, -3.319)  0.277
H (-5.528, 1.555, -5.183)  0.283
H (-3.757, -0.699, -4.030)  0.175
H (-3.224, 0.909, -4.871)  0.365
H (-4.262, -0.516, -1.865)  0.169
H (-4.807, 1.219, -1.396)  0.237
H (-4.017, 3.707, -0.564)  0.392
H (-2.437, 3.054, -1.331)  0.238
H (-2.350, 3.693, 1.760)  0.140
H (-1.039, 4.013, 0.319)  0.167
H (-2.562, 5.175, 0.542)  0.379
H (0.168, -0.290, 0.143)  0.223
H (-1.474, 0.754, 3.501)  0.529
H (-1.384, 1.733, 1.938)  -0.586
H (2.280, -0.333, 0.701)  0.121
H (3.338, 0.478, 2.046)  0.394
H (3.313, 1.204, 0.306)  -0.574
H (2.886, 2.792, 2.720)  0.291
H (2.408, 3.479, 1.026)  0.173
H (1.130, 3.622, 2.432)  0.288
H (-1.432, -2.950, 2.158)  0.442
H (0.829, -2.512, 0.703)  0.270
H (1.513, -1.688, 2.354)  0.082
H (1.275, -3.831, 3.630)  0.309
H (-0.003, -4.586, 2.329)  0.278
H (1.816, -4.347, 1.899)  0.353
C (10.610, -1.026, 0.113)  -0.745
O (10.236, 0.347, 0.110)  -0.417
C (10.049, 0.864, -1.221)  -0.571
C (9.179, 2.109, -1.058)  -0.616
N (8.205, 1.827, 0.042)  -0.048
C (6.954, 1.078, -0.310)  -0.736
C (5.940, 2.107, -0.801)  -0.286
O (6.122, 3.255, 0.047)  -0.448
C (5.750, 4.472, -0.579)  -0.776
H (11.593, -1.157, -0.345)  0.299
H (10.645, -1.357, 1.154)  0.271
H (9.855, -1.620, -0.410)  0.341
H (9.528, 0.128, -1.843)  0.372
H (11.015, 1.106, -1.674)  0.460
H (8.646, 2.397, -1.968)  0.271
H (9.782, 2.952, -0.704)  0.428
H (7.889, 2.706, 0.488)  0.433
H (8.737, 1.309, 0.763)  0.471
H (6.614, 0.625, 0.628)  0.464
H (7.180, 0.293, -1.038)  0.304
H (4.913, 1.735, -0.715)  0.137
H (6.144, 2.362, -1.851)  0.385
H (6.249, 4.571, -1.548)  0.356
H (6.092, 5.287, 0.064)  0.297
H (4.663, 4.527, -0.694)  0.273

***

(2)
# C30H47FGdP2

C30H47FGdP2 as an isolated structure at a distorted geometry (ωB97M-V/def2-TZVPD, the Open Molecules 2025 dataset).

## Properties
Calculated total energy ... -2718.848653 Eh
LUMO energy (alpha / beta) ... -2.8 / -3.6 eV
2S+1 ... 8
Net charge ... +1
Gap between HOMO and LUMO (alpha / beta) ... 5.1774 / 3.9971 eV
⟨S²⟩ ... 16.6779
E_HOMO (alpha / beta) ... -7.99 / -7.61 eV

Each line ends with the Mulliken spin population.
CARTESIAN COORDINATES (ANGSTROEM)
Gd (0.840, 1.636, -2.359)  5.976
C (-2.583, 1.738, 1.901)  0.285
C (-3.204, 1.326, 0.697)  0.093
C (-3.170, -0.477, 2.119)  0.134
C (-2.560, 0.616, 2.785)  0.157
C (-3.583, -0.031, 0.835)  0.193
C (-2.073, 3.093, 2.213)  -0.004
H (-1.959, 3.697, 1.303)  0.001
H (-1.098, 3.064, 2.720)  0.004
H (-2.773, 3.620, 2.880)  0.022
C (-2.025, 0.582, 4.158)  0.015
H (-1.775, 1.587, 4.518)  -0.004
H (-1.116, -0.033, 4.234)  0.010
H (-2.752, 0.150, 4.863)  0.010
C (-3.378, -1.817, 2.709)  0.017
H (-3.862, -1.738, 3.694)  0.004
H (-2.418, -2.335, 2.854)  0.003
H (-4.008, -2.440, 2.064)  -0.001
C (-4.303, -0.845, -0.174)  -0.014
H (-5.387, -0.827, 0.012)  0.033
H (-3.983, -1.895, -0.152)  0.004
H (-4.138, -0.462, -1.187)  0.003
C (-3.474, 2.188, -0.480)  0.017
H (-4.457, 2.690, -0.426)  -0.003
H (-3.465, 1.607, -1.412)  0.003
H (-2.717, 2.976, -0.573)  -0.002
C (3.120, 1.658, -2.518)  -0.081
C (2.616, 2.967, -2.388)  -0.288
C (1.712, 3.658, -3.400)  0.060
C (1.204, 2.826, -4.623)  -0.042
C (0.547, 1.465, -4.506)  0.260
C (1.152, 0.221, -4.160)  0.188
C (2.647, -0.061, -4.369)  0.086
C (3.565, 1.095, -3.871)  -0.087
H (2.297, 4.491, -3.815)  0.013
H (2.021, 2.828, -5.363)  0.018
H (0.848, 4.137, -2.865)  -0.021
H (3.630, 1.910, -4.608)  0.002
H (3.510, 1.119, -1.629)  -0.028
H (2.874, 3.598, -1.522)  -0.005
H (4.616, 0.762, -3.804)  -0.006
H (2.949, -0.980, -3.839)  -0.006
H (0.517, -0.659, -4.388)  -0.053
H (2.858, -0.251, -5.431)  0.028
H (0.433, 3.478, -5.058)  0.006
H (-0.475, 1.461, -4.924)  0.010
P (1.904, 0.020, 1.257)  -0.067
P (-0.664, -2.710, -0.643)  0.004
C (1.977, -1.016, -0.270)  0.051
C (1.150, -2.291, -0.720)  -0.007
H (3.023, -1.388, -0.213)  0.005
H (2.039, -0.302, -1.131)  -0.045
H (1.365, -2.387, -1.797)  -0.010
H (1.623, -3.170, -0.251)  -0.001
C (-0.584, -4.549, -0.589)  0.002
H (-1.597, -4.915, -0.354)  0.000
H (0.113, -4.858, 0.200)  0.000
H (-0.252, -4.938, -1.567)  0.000
C (-1.105, -2.495, -2.429)  0.020
H (-0.372, -3.022, -3.056)  0.001
H (-1.114, -1.430, -2.717)  -0.008
H (-2.111, -2.918, -2.628)  0.000
C (3.555, 0.611, 1.707)  0.002
H (3.483, 1.432, 2.433)  0.000
H (4.111, 0.969, 0.821)  -0.005
H (4.167, -0.182, 2.164)  0.000
C (0.784, 1.460, 1.159)  0.061
H (-0.229, 1.154, 0.818)  0.003
H (1.154, 2.289, 0.518)  -0.009
H (0.608, 1.839, 2.197)  -0.006
F (0.868, -3.739, 5.501)  0.000
C (0.847, -2.704, 4.601)  0.000
C (0.231, -2.900, 3.361)  0.000
C (0.327, -1.867, 2.437)  0.004
C (1.207, -0.807, 2.677)  0.008
C (1.577, -0.521, 4.001)  -0.003
C (1.419, -1.488, 4.980)  0.000
H (-0.291, -3.825, 3.124)  0.001
H (-0.206, -1.904, 1.475)  -0.013
H (2.030, 0.464, 4.211)  0.000
H (1.741, -1.304, 6.010)  0.000